# 1
C24H24FN3OS | wB97M-V/def2-TZVPD

Atoms and positions in Å:
H  -2.18  1.77  -1.48
C  -1.67  -0.86  1.88
C  -3.68  -1.12  -0.79
H  -2.76  -1.37  2.00
S  0.46  1.04  2.49
H  -1.44  -0.69  3.02
C  4.38  -1.63  -1.76
C  2.17  1.30  -1.69
H  4.66  -0.96  1.41
C  -2.34  0.39  -2.92
C  1.03  3.20  -0.38
C  1.54  -3.18  0.34
H  1.26  1.30  0.33
H  2.67  2.28  -1.84
N  1.49  2.05  -0.46
N  -2.04  0.56  1.68
H  -2.84  -1.36  -4.29
H  -1.93  0.99  -3.67
C  4.33  -0.82  0.40
H  -3.37  1.97  0.87
C  -3.18  0.23  -0.43
C  -0.97  1.36  1.55
C  3.01  0.28  -1.08
C  4.71  -1.72  -0.54
C  0.17  3.60  0.84
F  -4.16  -1.85  0.14
C  -0.21  -1.32  0.08
C  -2.89  -1.09  -3.18
H  3.06  -0.33  -3.22
N  -1.07  2.62  1.17
C  0.94  -3.29  1.72
C  -3.46  -1.48  -2.20
H  1.53  0.97  -2.30
H  2.41  -3.73  -0.30
C  -0.03  -2.68  2.11
H  -1.78  2.77  0.36
C  3.42  0.09  0.35
H  5.44  -2.47  -0.14
H  -4.00  0.12  1.37
H  -3.88  -2.52  -2.39
O  1.08  4.05  -1.15
C  -0.58  -1.61  1.64
H  -0.54  -0.73  -0.46
H  3.14  0.88  1.07
C  -3.18  0.82  0.87
C  3.44  -0.35  -2.07
H  4.69  -2.46  -2.63
H  -0.13  4.58  0.76
H  -0.27  -2.98  3.12
C  -2.54  1.07  -1.88
H  1.18  -2.00  -1.50
H  1.47  -4.08  1.97
H  0.78  3.30  1.88
C  0.70  -1.97  -0.43

Properties
Kohn-Sham gap: 0.2913 Eh
2S+1: 1
LUMO energy: 0.21 eV


# 2
C24H24N2O2S | wB97M-V/def2-TZVPD

Atoms and positions in Å:
C  1.72  0.65  -0.08
N  -2.14  -0.53  2.53
H  -1.12  -0.05  -2.65
C  0.22  -3.27  1.31
C  -1.76  0.80  -0.75
C  -1.10  -0.19  0.16
C  0.64  0.49  0.91
H  1.15  -2.80  0.98
H  -3.66  3.39  -3.01
H  -0.96  3.08  1.78
C  -2.44  1.60  -2.94
H  -2.40  1.46  -4.03
C  -2.56  1.79  -0.16
C  -1.00  -2.99  0.67
C  0.01  2.85  1.31
H  3.87  1.74  -4.22
H  0.57  -0.51  1.36
H  -3.04  -5.12  2.36
S  -1.19  -1.85  -0.69
H  1.40  1.26  3.71
C  -0.93  -4.82  2.79
H  4.50  0.08  -3.95
C  -2.12  -4.61  2.09
H  1.18  -4.33  2.93
C  -3.17  2.64  -2.35
H  1.97  -1.50  -0.40
H  -3.07  -3.50  0.46
H  -3.90  3.42  -0.49
C  2.33  1.89  -0.37
H  -0.26  0.56  3.56
C  3.19  2.00  -1.45
N  0.46  1.54  1.79
C  2.26  -0.49  -0.70
H  -2.64  1.88  0.93
C  0.40  1.39  3.26
C  3.49  0.89  -2.24
C  -1.78  -0.40  1.41
H  2.07  2.78  0.19
H  0.72  3.66  1.59
C  -3.27  2.68  -0.97
H  -0.16  2.82  0.22
H  3.59  2.97  -1.73
O  -2.51  -2.06  -1.26
H  5.31  1.52  -3.21
H  -0.07  2.32  3.65
C  0.24  -4.16  2.40
C  4.34  1.07  -3.48
C  -2.14  -3.71  1.03
C  -1.72  0.70  -2.15
H  3.33  -1.21  -2.44
C  3.06  -0.37  -1.80
H  -0.90  -5.50  3.62
O  -0.02  -1.96  -1.51

Properties
Kohn-Sham gap: 0.3060 Eh
2S+1: 1
LUMO energy: 0.21 eV


# 3
C24H24N2O3 | wB97M-V/def2-TZVPD

Atoms and positions in Å:
C  -3.54  -3.84  -0.26
H  -3.15  -1.39  -1.83
H  -3.75  1.14  0.88
C  -6.69  1.63  -0.71
H  4.31  -1.62  1.67
H  3.15  0.55  1.75
H  7.55  -2.19  -1.27
C  -4.37  0.11  -0.89
C  3.30  2.56  -0.11
C  3.77  0.30  0.90
H  -5.26  -0.75  -2.64
H  -4.28  -4.61  -0.05
O  5.82  -2.47  -0.15
C  5.24  -1.25  -0.21
H  -5.81  2.49  1.04
H  -0.05  -1.28  -0.67
C  -6.53  0.72  -1.75
C  4.77  0.89  -1.20
H  -3.50  -3.68  -1.34
O  3.91  3.56  -0.43
H  -2.25  -0.05  -1.08
C  1.04  1.68  0.54
C  -4.53  1.03  0.14
C  -0.99  -0.19  0.92
H  6.17  -2.91  -2.15
C  -3.91  -2.55  0.47
C  0.06  1.88  1.51
H  1.74  3.61  0.57
C  3.92  1.21  -0.14
C  -0.93  0.95  1.71
C  5.41  -0.33  -1.25
C  -5.38  -0.04  -1.83
H  6.05  -0.56  -2.09
H  1.71  0.38  -1.03
N  2.02  2.66  0.36
H  -1.67  1.10  2.49
H  -4.89  -2.19  0.14
H  4.91  1.61  -1.99
H  7.04  -3.86  -0.92
H  -7.59  2.22  -0.64
C  -0.02  -0.39  -0.06
H  0.10  2.77  2.13
C  -3.10  -0.72  -0.96
N  -2.93  -1.50  0.24
O  -2.02  -1.83  2.28
C  4.42  -0.91  0.87
H  -2.56  -4.19  0.07
C  6.69  -2.87  -1.19
C  -5.69  1.78  0.23
C  0.98  0.54  -0.26
H  -3.93  -2.74  1.54
C  -2.02  -1.24  1.21
H  -7.31  0.60  -2.49

Properties
Kohn-Sham gap: 0.3363 Eh
2S+1: 1
LUMO energy: 0.63 eV


# 4
C24H24N4O3S3 | wB97M-V/def2-TZVPD

Atoms and positions in Å:
H  0.43  -2.44  -4.00
O  -3.06  -3.21  0.47
N  -0.94  -2.35  0.44
C  0.29  4.21  3.37
C  -3.52  1.04  2.43
N  -0.40  -0.22  1.26
H  -0.13  0.89  3.83
C  -1.34  2.13  2.58
H  0.64  -6.71  -2.05
O  -0.63  -2.32  -2.22
H  0.37  -6.73  0.40
C  0.17  -5.83  -0.16
H  0.25  3.28  0.08
H  3.31  -0.01  0.23
C  -2.65  -1.04  1.36
C  0.07  -4.66  -2.26
C  1.64  1.33  0.40
H  0.18  -4.68  -3.33
H  2.24  3.99  -1.21
C  1.28  3.87  -1.71
H  -0.90  -1.26  -3.90
C  -0.24  -4.68  0.50
C  -0.58  -2.26  -3.63
H  0.38  1.24  -2.69
H  0.93  5.02  3.68
C  0.41  2.89  -0.92
S  -4.37  2.24  3.14
H  -2.39  3.58  1.41
C  0.52  2.93  3.85
H  1.46  3.51  -2.73
H  0.79  4.83  -1.77
H  1.34  2.75  4.53
H  -0.92  5.44  2.11
C  -0.29  1.89  3.46
H  2.96  1.41  -2.61
H  -1.27  -2.99  -4.08
S  1.56  -1.57  0.17
C  -0.75  4.45  2.49
C  -0.08  -1.34  0.68
H  -0.56  2.77  -1.41
N  1.03  1.58  -0.78
C  1.01  0.73  -1.95
H  2.43  -0.05  1.76
C  -0.48  -3.53  -0.22
C  2.32  -0.01  0.68
H  -0.37  -4.68  1.57
C  -1.69  -0.08  1.60
N  -2.18  1.05  2.19
C  0.32  -5.81  -1.53
O  1.73  2.17  1.27
S  -4.22  -0.49  1.88
H  0.53  -0.22  -1.72
H  2.95  -0.25  -2.00
H  2.26  0.10  -3.58
C  2.39  0.48  -2.57
C  -0.35  -3.51  -1.62
C  -1.57  3.41  2.09
C  -2.33  -2.29  0.74

Properties
Kohn-Sham gap: 0.2955 Eh
2S+1: 1
LUMO energy: 0.31 eV


What did we get for HOMO energy? Answer: -7.71 -8.11 -8.53 -7.73 eV, in the order shown.
What did we get for ΔE to the lowest compared entry with this formula, charge and spin? Answer: 22.515 5.161 1.665 0.137 eV, in the order shown.